{"formula": "C7H8", "method": "wB97M-V/def2-TZVPD", "species": ["C", "C", "C", "C", "C", "C", "C", "H", "H", "H", "H", "H", "H", "H", "H"], "coordinates": [[0.268, 1.474, 0.623], [-0.152, 2.484, 1.104], [-0.358, 0.901, -2.122], [0.207, -1.948, 1.477], [0.782, 0.423, -0.062], [0.423, 0.079, -1.363], [-1.041, -1.950, 1.175], [-0.762, 3.201, 1.681], [-1.824, -2.457, 0.554], [-0.766, 1.839, -1.769], [-0.739, 0.512, -2.952], [0.599, -1.109, 2.145], [1.002, -2.560, 0.911], [1.597, -0.056, 0.420], [0.763, -0.832, -1.823]], "atomic_forces_ev_per_a": [[-0.009, 0.313, -0.401], [-1.881, 2.076, 1.889], [0.868, 0.532, 3.290], [2.198, 0.651, -0.086], [1.272, -0.724, -0.437], [-0.658, 1.097, -0.616], [-1.946, -0.890, -0.712], [0.985, -0.704, -0.795], [1.110, 0.573, 0.743], [0.223, -0.006, 0.121], [-1.348, -1.190, -3.753], [-0.396, -1.443, -0.643], [-1.162, 0.695, 1.020], [0.509, -0.681, 0.222], [0.234, -0.298, 0.158]], "total_energy_ha": -271.24963, "homo_ev": [-7.56, -8.66], "spin_multiplicity": 1, "relative_energy_kj_mol": 739.9}